# C5H11N2O

C5H11N2O as an isolated structure (the ωB97M-V functional and the def2-TZVPD basis, OMol25).

Summary:
- HOMO energy: -14.41 eV
- HOMO-LUMO gap: 10.67 eV
- LUMO level: -3.73 eV

```
! RIJCOSX wB97M-V def2-TZVPD def2/J DEFGRID3
* xyz 1 1
C 1.5700 -1.0659 -1.4085
C 1.4059 -0.3637 -0.3138
C -1.1064 -0.0110 -0.4889
C -0.0105 0.1762 1.8003
C 0.2675 0.3011 0.2845
N -1.4287 -1.2982 -0.7551
N -1.7733 1.1019 -0.7196
O 0.5602 2.0574 0.0289
H 2.4199 -1.7139 -1.6146
H 0.7499 -1.2989 -1.9990
H 2.2560 -0.3709 0.3575
H -0.8868 -0.4692 1.9630
H 0.8549 -0.3782 2.2370
H -0.1030 1.0785 2.2464
H -0.7631 -2.0474 -0.8237
H -2.2289 -1.3904 -1.3721
H -1.1011 1.8514 -0.5320
H -2.6678 1.2732 -1.0845
H 1.2588 2.2774 0.6159
*
```

Atomic partial charges in e from the natural (NBO) method, atoms 1 to 6: C -0.289; C -0.271; C 0.553; C -0.635; C 0.244; N -0.741

# C5H11N2O

An isolated ion of composition C5H11N2O and charge +1 (the ωB97M-V functional and the def2-TZVPD basis, OMol25).

Summary:
- SMILES: C=NCC/[N+](O)=C/C
- HOMO energy: -13.45 eV
- HOMO-LUMO gap: 9.45 eV
- LUMO level: -4.00 eV

```
! RIJCOSX wB97M-V def2-TZVPD def2/J DEFGRID3
* xyz 1 1
C 1.3795 0.7348 0.3279
C 0.2072 1.1247 -0.5159
C -1.8551 0.2797 0.3446
C -2.9465 -0.7457 0.4454
C 3.1967 -0.8443 -0.0057
N 2.0118 -0.4987 -0.1207
N -0.8881 0.0599 -0.4393
O -0.6961 -1.1747 -1.0639
H 2.0550 1.6137 0.3919
H 1.1186 0.6143 1.3342
H -0.2058 2.1762 -0.1955
H 0.5101 1.2353 -1.5363
H -1.8553 1.2358 1.0256
H -3.5707 -0.6823 1.2598
H -2.5938 -1.6930 0.1176
H -3.6948 -0.4338 -0.3708
H 0.2199 -1.1349 -1.3080
H 3.9371 -0.0395 0.3920
H 3.6704 -1.8276 -0.0829
*
```

Atomic partial charges in e from the natural (NBO) method, atoms 1 to 6: C -0.277; C -0.240; C 0.234; C -0.694; C 0.032; N -0.488

# C5H11N2O

An isolated ion of composition C5H11N2O and charge +1 (the ωB97M-V functional and the def2-TZVPD basis, OMol25).

Summary:
- SMILES: C=C[C@H](C)C(=[NH2+])NO
- HOMO energy: -13.78 eV
- HOMO-LUMO gap: 10.35 eV
- LUMO level: -3.43 eV

```
! RIJCOSX wB97M-V def2-TZVPD def2/J DEFGRID3
* xyz 1 1
C 0.5453 -0.9148 -0.3801
C -0.8030 -0.4535 0.1918
C -1.4940 0.6272 -0.5580
C -0.4376 0.0067 1.5677
C -0.9984 1.8627 -0.8813
N 1.6461 -0.1953 -0.4548
N 0.5959 -2.1590 -0.6713
O 2.0951 0.9418 0.1781
H -1.6065 -1.1966 0.1731
H -2.5535 0.4980 -0.5484
H 0.4989 -0.5167 1.9547
H -1.1335 -0.2290 2.3451
H -0.2606 1.0911 1.5136
H 0.0435 2.1723 -0.6793
H 1.6386 1.7469 -0.0930
H -1.5055 2.5689 -1.4883
H 2.5138 -0.6190 -0.7550
H -0.2435 -2.6661 -0.8757
H 1.4591 -2.5657 -0.5389
*
```

Atomic partial charges in e from the natural (NBO) method, atoms 1 to 6: C 0.571; C -0.342; C -0.184; C -0.603; C -0.333; N -0.245

# C5H11N2O

An isolated ion of composition C5H11N2O and charge +1 (the ωB97M-V functional and the def2-TZVPD basis, OMol25).

Summary:
- HOMO energy (alpha / beta): -9.86 / -14.36 eV
- HOMO-LUMO gap (alpha / beta): 6.11 / 6.99 eV
- LUMO level (alpha / beta): -3.75 / -7.37 eV

```
! RIJCOSX wB97M-V def2-TZVPD def2/J DEFGRID3
* xyz 1 3
C 0.8964 -1.4119 0.7033
C -1.5231 0.2324 -0.2849
C -1.4677 -1.2898 -0.0977
C -0.3032 0.9587 -0.7183
C 0.8409 3.0197 -0.4417
N -0.3012 -1.9963 0.4493
N 1.8492 -2.0904 1.2416
O -0.0063 1.9650 0.0335
H -2.3964 0.4686 -0.9535
H -1.6990 0.9029 0.6406
H -2.3734 -1.4985 0.4853
H -1.7639 -1.6431 -1.1108
H 0.2055 0.6258 -1.7222
H 0.9500 3.0129 -1.6505
H 1.8048 3.0341 0.0493
H 0.2528 4.0467 -0.0534
H -0.5476 -2.9999 0.6381
H 2.7262 -1.6971 1.1092
H 1.8416 -3.1549 1.5703
*
```

Atomic partial charges in e from the natural (NBO) method, atoms 1 to 6: C 0.764; C -0.504; C -0.250; C 0.064; C -0.273; N -0.607

# C5H11N2S

A 2-piece molecular cluster, C5H11N2S overall (the ωB97M-V functional and the def2-TZVPD basis, OMol25).

Summary:
- HOMO energy (alpha / beta): -10.83 / -13.84 eV
- HOMO-LUMO gap (alpha / beta): 7.91 / 5.30 eV
- LUMO level (alpha / beta): -2.92 / -8.55 eV

```
! RIJCOSX wB97M-V def2-TZVPD def2/J DEFGRID3
* xyz 1 3
C -1.7963 -1.5668 -0.3809
C -2.4100 -0.7365 0.6867
C -0.5692 0.2316 -0.7049
C 0.1798 1.1242 -1.6039
C 2.1126 0.6873 1.2038
N -0.8626 -1.0334 -1.0677
N 1.5313 -0.3596 0.3827
S -1.5041 0.8304 0.6093
H -2.1266 -2.5713 -0.5954
H -3.4697 -0.5461 0.4989
H -2.3311 -1.1928 1.6747
H 0.9095 0.5621 -2.1785
H 0.6560 1.9373 -1.0612
H -0.5217 1.5679 -2.3166
H 2.5650 1.4464 0.5688
H 1.3269 1.1467 1.8074
H 2.8805 0.3054 1.8821
H 1.2747 -1.1630 0.9499
H 2.1550 -0.6699 -0.3550
*
```

Atomic partial charges in e from the natural (NBO) method, atoms 1 to 6: C 0.044; C -0.627; C -0.037; C -0.668; C -0.462; N -0.415

# C5H11N3

The molecule C5H11N3 (the ωB97M-V functional and the def2-TZVPD basis, OMol25).

Summary:
- HOMO energy: -7.74 eV
- HOMO-LUMO gap: 8.41 eV
- LUMO level: 0.67 eV

```
! RIJCOSX wB97M-V def2-TZVPD def2/J DEFGRID3
* xyz 0 1
C 0.6690 1.4260 -1.0337
C -2.2426 -0.3342 0.4441
N 0.7017 0.1063 -0.4169
N -1.2100 0.3906 1.2025
C 0.2967 -0.0324 0.9142
C 1.3961 -0.9164 -1.0183
C 0.7167 -0.5156 2.0632
N 1.9758 -0.7826 -2.1450
H -1.3693 1.3967 1.1915
H 2.3732 -1.6635 -2.4549
H 1.3541 -1.8360 -0.4288
H 1.3658 2.1054 -0.5347
H 0.9479 1.3354 -2.0806
H -0.3383 1.8456 -0.9700
H -2.1177 -0.1622 -0.6258
H -3.2393 -0.0211 0.7586
H -2.1169 -1.3977 0.6439
H -0.8747 -0.0355 2.2504
H 1.7121 -0.9088 2.2404
*
```

Atomic partial charges in e from the natural (NBO) method, atoms 1 to 6: C -0.414; C -0.424; N -0.486; N -0.656; C 0.160; C 0.304

# C5H11N3

A 2-piece molecular cluster, C5H11N3 overall (the ωB97M-V functional and the def2-TZVPD basis, OMol25).

Summary:
- HOMO energy: -6.46 eV
- HOMO-LUMO gap: 7.32 eV
- LUMO level: 0.87 eV

```
! RIJCOSX wB97M-V def2-TZVPD def2/J DEFGRID3
* xyz 0 1
C -0.0104 -1.1590 -1.4534
C 0.9666 -0.0071 0.8096
C 0.2465 0.2532 -1.1547
N 1.0930 -1.2627 1.4994
N -1.9502 0.8534 0.7670
C -1.3312 -0.2588 0.2780
C 0.5649 1.4876 -1.6068
N -1.1558 -0.3114 -1.0836
H 0.4078 -1.4062 2.2288
H 2.0186 -1.4453 1.8698
H -1.9249 0.9744 1.7689
H -1.7472 1.7041 0.2516
H -0.0186 -1.4238 -2.5043
H 0.3149 -1.9321 -0.7609
H 1.9280 0.2273 0.3608
H 0.6260 0.8663 1.3764
H -1.4065 -1.1691 0.8631
H -0.2115 2.1760 -1.9102
H 1.5901 1.8333 -1.5995
*
```

Atomic partial charges in e from the natural (NBO) method, atoms 1 to 6: C -0.263; C -0.321; C 0.179; N -0.871; N -0.789; C 0.270

# C5H11N3O

The molecule C5H11N3O (the ωB97M-V functional and the def2-TZVPD basis, OMol25).

Summary:
- SMILES: CC(C)=N[C@H](N)C(N)=O
- HOMO energy: -9.12 eV
- HOMO-LUMO gap: 9.83 eV
- LUMO level: 0.70 eV

```
! RIJCOSX wB97M-V def2-TZVPD def2/J DEFGRID3
* xyz 0 1
C 0.1596 -1.3320 0.2852
C -0.4505 1.4292 1.2283
C 1.2279 2.1546 -0.5365
C -1.0569 -1.7964 -0.5430
C 0.4926 1.0262 0.1203
N 1.1310 -2.4013 0.3365
N -1.8762 -0.8011 -0.9617
N 0.7394 -0.1439 -0.2805
O -1.2856 -2.9612 -0.7578
H -0.2127 -1.1674 1.3162
H 2.0690 -2.0127 0.3832
H 1.0589 -2.9832 -0.4937
H -2.6388 -1.0623 -1.5668
H -1.5484 0.1482 -1.0075
H 0.0250 1.2209 2.1895
H -0.6715 2.4865 1.1765
H 1.7687 2.7273 0.2169
H 1.9266 1.7690 -1.2702
H 0.5260 2.8288 -1.0293
H -1.3838 0.8708 1.1944
*
```

Atomic partial charges in e from the natural (NBO) method, atoms 1 to 6: C -0.016; C -0.718; C -0.656; C 0.671; C 0.321; N -0.820

For reference, relative energy (zero: lowest compared OMol25 entry of this formula, charge and spin) by record: 69.4, 106.7, 101.3, 94.1, 0.0, 97.4, 135.4, 7.6 kcal per mole.
For reference, calculated total energy by record: -381.5534, -381.4939, -381.5026, -381.3895, -704.4214, -361.2342, -361.1736, -436.6349 a.u..